1.
Below is a 7-piece molecular cluster, C4H25N2O6 overall in a non-equilibrium geometry, with properties calculated with ωB97M-V with the def2-TZVPD basis set.

Each line ends with the natural charge from an NBO analysis.
Positions of all 37 atoms, in Å:
H  -3.067  -1.236  0.402  0.4969
H  0.973  -0.310  -1.162  0.4615
H  -1.647  0.781  3.938  0.2223
H  -0.293  -1.021  -0.284  0.4627
C  -1.618  2.392  2.005  -0.4175
H  -0.200  -3.062  -2.480  0.4817
H  -2.597  2.235  2.469  0.2084
C  0.335  1.329  1.253  -0.2661
C  -0.680  0.589  3.402  -0.4539
H  -0.023  -0.742  -4.554  0.4835
H  3.672  -2.116  1.506  0.4893
O  -2.243  -0.820  0.129  -1.0084
H  3.776  -3.113  0.258  0.4990
H  -2.434  0.749  -3.710  0.4948
H  0.062  1.754  0.301  0.2491
O  0.685  -0.780  -3.889  -0.9526
H  -2.305  -0.293  -2.587  0.4911
H  -1.963  -0.170  0.799  0.5049
H  0.105  1.197  3.873  0.2048
H  1.002  1.988  1.858  0.1852
H  1.173  -1.572  -0.111  0.4636
O  -1.798  0.178  -3.261  -0.9816
H  2.161  -0.009  1.043  0.2334
O  0.547  -2.790  -1.937  -0.9714
H  -1.189  3.255  2.464  0.1871
O  3.286  -2.390  0.662  -0.9821
H  1.199  -2.758  -2.661  0.4961
O  1.187  1.606  -1.549  -0.9886
H  0.095  -0.622  -3.135  0.4666
N  0.682  -0.666  -0.257  -0.7183
N  -0.885  1.146  2.038  -0.4747
C  1.077  0.029  1.048  -0.2201
H  -0.757  -0.486  3.242  0.2193
H  0.727  -0.691  1.788  0.2217
H  -1.812  2.596  0.941  0.2014
H  2.004  2.089  -1.445  0.5011
H  0.761  1.738  -2.398  0.5095

As for the spin multiplicity: 1. As for the electronic energy: -19812.7361 eV. The HOMO-LUMO gap is 9.717 eV. As for the net charge: +1. Its energy above the lowest of the compared OMol25 structures with the same formula, charge and spin is 2.351 eV.

---

2.
Below is a 2-piece molecular cluster, CH2O3S overall in a non-equilibrium geometry, with properties calculated with ωB97M-V with the def2-TZVPD basis set.

Each line ends with the natural charge from an NBO analysis.
Positions of all 7 atoms, in Å:
H  0.922  -0.464  0.189  0.5152
C  0.154  1.254  -0.262  0.6674
H  0.228  2.057  -1.172  0.0830
O  -0.288  -1.779  0.824  -0.7588
O  0.948  0.246  -0.524  -0.6936
O  -0.667  1.357  0.570  -0.5814
S  -1.297  -2.670  0.376  0.7683

As for the spin multiplicity: 1. As for the electronic energy: -18044.8572 eV. The HOMO-LUMO gap (alpha / beta) is 7.783 / 7.783 eV. Its SMILES is O=CO.O=S. Its energy above the lowest of the compared OMol25 structures with the same formula, charge and spin is 0.996 eV.

---

3.
Below is one molecule with the formula C2H4INS in a non-equilibrium geometry, with properties calculated with ωB97M-V with the def2-TZVPD basis set.

Each line ends with the natural charge from an NBO analysis.
Positions of all 9 atoms, in Å:
I  1.724  -0.746  3.582  0.2701
N  1.193  0.687  2.183  -0.9056
C  -0.855  -0.558  -0.996  -0.4201
H  -1.867  -0.191  -0.988  0.1983
H  0.991  -0.699  0.050  0.2321
H  1.155  1.577  2.673  0.3769
H  -0.546  -1.103  -1.870  0.2115
C  -0.030  -0.351  0.015  -0.3694
S  -0.497  0.508  1.464  0.4061

As for the spin multiplicity: 1. As for the electronic energy: -22562.8538 eV. The HOMO-LUMO gap is 8.085 eV. Its SMILES is C=CSNI. Its energy above the lowest of the compared OMol25 structures with the same formula, charge and spin is 1.450 eV.

---

4.
Below is C13H21F9GaIO3P2 as an isolated structure in a non-equilibrium geometry, with properties calculated with ωB97M-V with the def2-TZVPD basis set.

Each line ends with the natural charge from an NBO analysis.
Positions of all 50 atoms, in Å:
H  2.017  -2.945  -0.130  0.2661
I  1.301  1.390  -3.466  -0.0269
C  3.591  -0.427  -1.309  -0.9526
C  -3.294  -0.110  -0.696  -0.9429
H  3.103  2.035  -6.089  0.2741
H  2.130  0.475  2.152  0.2859
C  -0.798  0.341  4.078  0.9865
F  0.528  0.639  3.962  -0.3130
H  -1.399  2.402  -2.908  0.2670
H  1.907  -2.358  1.548  0.2830
H  4.569  -0.596  -0.838  0.2804
H  2.202  1.372  -7.486  0.2868
H  -4.218  0.400  -0.998  0.2837
O  -1.108  -2.440  0.873  -0.5488
F  -1.486  1.377  3.516  -0.3130
O  1.158  -0.426  -5.832  -0.4211
P  -1.871  0.996  -0.997  0.9284
H  3.561  0.560  -1.785  0.2670
F  1.086  -1.834  3.635  -0.3206
C  2.108  1.751  -6.458  -0.7461
C  -2.096  2.352  0.193  -0.9373
H  1.465  2.640  -6.462  0.2743
H  -3.102  2.778  0.073  0.2875
H  3.505  -2.473  0.748  0.2837
H  -2.270  0.937  -3.379  0.2681
H  -1.353  3.132  -0.006  0.2661
H  -3.170  2.276  -2.589  0.2803
Ga  0.088  -0.289  -0.863  1.0965
C  -0.233  -2.117  3.850  0.9775
C  2.826  0.519  1.308  -0.9373
F  -2.953  -2.395  2.700  -0.2809
C  -1.100  -0.951  3.301  -0.0141
P  2.278  -0.547  -0.059  0.9285
F  -1.104  0.300  5.392  -0.2710
C  1.514  0.691  -5.568  0.5765
F  -3.272  -0.232  2.644  -0.3197
F  -0.492  -3.299  3.247  -0.2818
H  3.421  -1.175  -2.092  0.2682
H  -3.363  -0.394  0.361  0.2833
C  -0.688  -1.314  0.873  0.3665
H  -1.968  2.003  1.223  0.2858
C  -2.217  1.729  -2.623  -0.9527
C  2.442  -2.244  0.598  -0.9428
F  -0.409  -2.270  5.189  -0.2799
O  -0.635  -0.500  1.982  -0.5601
H  3.823  0.201  1.640  0.2875
H  -3.167  -1.018  -1.296  0.2661
C  -2.626  -1.234  3.310  0.9708
H  2.882  1.555  0.956  0.2662
F  -3.110  -1.263  4.580  -0.2796

As for the spin multiplicity: 1. As for the electronic energy: -123460.9396 eV. The HOMO-LUMO gap is 6.623 eV. As for the net charge: +2. Its energy above the lowest of the compared OMol25 structures with the same formula, charge and spin is 0.000 eV.

---

5.
Below is C22H26HgN3S2 as an isolated structure in a non-equilibrium geometry, with properties calculated with ωB97M-V with the def2-TZVPD basis set.

Each line ends with the Mulliken spin population.
Positions of all 54 atoms, in Å:
S  2.578  -2.107  -0.975  -0.8596
C  -0.117  -2.699  -0.648  -0.4743
C  -2.373  2.585  -3.061  -0.0117
H  2.806  -0.644  3.565  -0.0005
C  1.369  2.386  1.795  0.2080
N  -0.464  1.638  -2.159  0.1033
C  1.098  -2.911  -1.429  0.6304
C  0.381  3.867  3.451  0.0133
H  -0.293  -0.404  -4.851  0.0006
H  -2.039  -5.154  -2.161  -0.0009
C  1.106  1.291  2.695  -0.1623
C  2.703  -0.439  2.488  0.2510
H  -0.695  -2.938  2.076  0.0014
C  1.109  -3.807  -2.456  0.2465
C  -0.018  -4.665  -2.728  0.0179
C  -1.947  1.623  -3.944  0.0211
H  -2.265  -3.307  -0.750  0.0019
Hg  1.825  0.165  -0.577  1.0522
N  -0.262  -1.738  0.383  -0.0451
H  1.026  -2.754  1.547  0.0175
C  -1.229  -3.478  -1.073  -0.0656
C  0.278  -1.021  2.718  0.0124
H  -1.194  -0.304  -0.845  0.0193
H  1.449  4.541  1.750  -0.0199
H  -1.426  4.616  -1.203  -0.0014
C  -1.297  -0.667  0.211  0.0884
C  1.105  3.679  2.308  0.0875
H  0.090  -5.495  -3.486  0.0004
H  -0.599  3.339  -0.185  0.0054
H  -2.389  3.538  -0.209  -0.0007
C  0.117  2.805  4.246  -0.0037
H  -3.231  3.244  -3.130  -0.0016
C  -0.766  1.037  -3.307  -0.1208
H  -2.391  1.224  -4.857  0.0020
H  0.196  0.652  4.508  0.0076
H  -0.696  -0.598  2.981  0.0047
C  0.448  1.522  3.902  0.0359
H  -2.315  -1.079  0.338  0.0136
H  -1.152  0.157  0.909  -0.0619
N  1.290  0.030  2.165  -0.1443
H  3.413  0.301  2.185  0.0154
C  -1.476  3.560  -0.815  0.0064
S  2.047  2.364  0.210  0.0272
C  -1.457  2.606  -1.963  0.0234
C  0.023  -0.089  -3.850  0.0788
H  2.068  -3.985  -2.955  0.0243
H  -0.258  2.971  5.252  0.0002
H  -0.018  -0.980  -3.194  -0.0479
C  0.066  -2.250  1.683  0.0394
H  0.184  4.875  3.796  -0.0012
H  2.961  -1.294  1.898  -0.0938
C  -1.176  -4.501  -2.021  0.0208
H  0.731  -1.444  3.634  0.0191
H  1.074  0.136  -3.862  0.0197

As for the spin multiplicity: 2. As for the electronic energy: -53549.0515 eV. The HOMO-LUMO gap (alpha / beta) is 2.340 / 4.852 eV. The expectation value of S² is 0.75. As for the net charge: -2.

---

6.
Below is CH2N3O3 as an isolated structure in a non-equilibrium geometry, with properties calculated with ωB97M-V with the def2-TZVPD basis set.

Each line ends with the natural charge from an NBO analysis.
Positions of all 9 atoms, in Å:
H  -0.949  -0.948  0.101  0.3469
O  -0.925  3.113  -0.786  -0.7661
N  0.860  1.637  -1.180  -0.0456
H  0.358  0.652  0.520  0.3730
O  -0.119  2.903  -2.852  -0.7207
C  -0.234  2.677  -1.693  0.8141
O  1.025  1.671  0.082  -0.5323
N  -0.333  -0.221  -0.178  -0.4241
N  -0.332  0.013  -1.373  -0.0451

As for the spin multiplicity: 1. As for the electronic energy: -11678.8488 eV. The HOMO-LUMO gap is 7.367 eV. As for the net charge: -1. Its energy above the lowest of the compared OMol25 structures with the same formula, charge and spin is 3.901 eV.